H24KrO12 | ωB97M-V/def2-TZVPD

Summary:
LUMO level: -0.663 eV
Strongest force on any atom: 0.9 eV/A
Relative energy (zero: lowest compared OMol25 entry of this formula, charge and spin): 1.0070 eV
HOMO-LUMO gap: 9.5 eV
E_HOMO: -10.17 eV

Last column: Mulliken charge in e.
Positions of all 37 atoms, in Å:
Kr1 7.976 -1.745 9.601  0.01
O1 9.550 -2.296 13.078  -0.64
H1 9.525 -1.446 12.639  0.43
H2 8.666 -2.647 12.972  0.36
O2 6.280 -2.964 6.310  -0.66
H3 6.832 -3.740 6.411  0.29
H4 5.719 -2.966 7.085  0.29
O3 10.063 0.915 9.220  -0.70
H5 10.401 1.804 9.109  0.25
H6 9.183 0.944 8.844  0.40
O4 8.378 -1.443 5.144  -0.59
H7 7.651 -1.841 5.623  0.39
H8 8.575 -0.642 5.629  0.26
O5 11.505 -1.429 9.191  -0.67
H9 12.121 -1.133 9.861  0.28
H10 10.879 -0.710 9.106  0.40
O6 7.730 1.597 7.991  -0.76
H11 8.362 1.579 7.272  0.35
H12 7.359 2.479 7.963  0.29
O7 4.523 -4.204 8.285  -0.65
H13 4.765 -3.674 9.044  0.37
H14 4.562 -5.107 8.600  0.30
O8 7.091 -3.547 12.768  -0.82
H15 7.251 -4.330 12.241  0.33
H16 6.527 -3.849 13.481  0.31
O9 5.646 -0.259 7.616  -0.58
H17 6.386 0.347 7.659  0.34
H18 5.498 -0.390 6.679  0.31
O10 4.777 -3.133 11.240  -0.66
H19 5.620 -3.173 11.692  0.41
H20 4.534 -2.207 11.268  0.34
O11 11.653 -3.578 7.562  -0.64
H21 11.531 -2.820 8.135  0.41
H22 11.441 -3.254 6.687  0.30
O12 9.565 0.246 12.014  -0.69
H23 10.037 0.399 11.195  0.36
H24 8.646 0.391 11.792  0.29

H24NO10 | ωB97M-V/def2-TZVPD

Summary:
LUMO level (spin up / spin down): -6.663 / -13.781 eV
Strongest force on any atom: 2.1 eV/A
Relative energy (zero: lowest compared OMol25 entry of this formula, charge and spin): 0.6626 eV
HOMO-LUMO gap (spin up / spin down): 9.7 / 2.6 eV
Spin multiplicity: 2
E_HOMO (spin up / spin down): -16.41 / -16.39 eV
Total charge: +2
⟨S²⟩: 0.7567

Last column: Mulliken charge in e.
Positions of all 35 atoms, in Å:
N1 0.244 -0.245 -0.230  -0.19
H1 0.760 -0.960 -0.722  0.25
H2 -0.741 -0.143 -0.431  0.31
H3 0.778 0.596 -0.392  0.40
H4 0.347 -0.371 0.767  0.44
O1 1.783 3.535 1.026  -0.12
H5 0.901 3.372 1.359  0.47
H6 1.814 3.071 0.190  0.41
O2 1.804 -2.100 -1.122  -0.58
H7 2.158 -2.457 -1.936  0.29
H8 2.577 -1.875 -0.603  0.27
O3 2.424 1.468 -0.871  -0.73
H9 2.766 1.218 -1.729  0.31
H10 2.922 0.936 -0.250  0.37
O4 -3.839 2.139 -0.591  -0.63
H11 -3.150 1.484 -0.705  0.40
H12 -4.409 2.021 -1.351  0.31
O5 -2.442 -0.188 -1.163  -0.79
H13 -2.857 -0.154 -2.025  0.33
H14 -2.928 -0.863 -0.689  0.32
O6 -0.771 2.620 0.657  -0.69
H15 -0.936 2.901 -0.243  0.36
H16 -1.485 3.008 1.164  0.31
O7 0.048 -0.817 -3.140  -0.60
H17 0.921 -0.784 -3.531  0.27
H18 -0.124 -1.750 -3.014  0.32
O8 0.235 -1.305 2.411  -0.80
H19 -0.559 -1.702 2.767  0.34
H20 0.939 -1.898 2.676  0.33
O9 0.869 0.486 4.381  -0.48
H21 0.484 -0.041 3.681  0.45
H22 1.207 -0.155 5.006  0.34
O10 -0.939 -3.535 -0.485  -0.59
H23 -0.109 -3.102 -0.680  0.29
H24 -0.689 -4.409 -0.185  0.31

H24O12 | ωB97M-V/def2-TZVPD

Summary:
LUMO level: -0.132 eV
Strongest force on any atom: 0.7 eV/A
Relative energy (zero: lowest compared OMol25 entry of this formula, charge and spin): 1.6402 eV
HOMO-LUMO gap: 10.5 eV
SMILES string: O.O.O.O.O.O.O.O.O.O.O.O
E_HOMO: -10.63 eV

Last column: Mulliken charge in e.
Positions of all 36 atoms, in Å:
O1 1.094 -2.794 0.398  -0.65
H1 0.899 -1.858 0.442  0.31
H2 1.373 -3.023 1.285  0.33
O2 -2.473 2.655 1.026  -0.67
H3 -2.286 2.083 1.771  0.41
H4 -1.765 2.479 0.406  0.32
O3 -1.658 0.707 2.950  -0.59
H5 -2.530 0.506 3.289  0.33
H6 -1.139 0.912 3.728  0.25
O4 -0.283 3.257 -0.508  -0.55
H7 -0.518 3.779 -1.276  0.27
H8 0.618 3.513 -0.310  0.27
O5 2.797 -0.217 2.063  -0.62
H9 2.056 0.096 1.543  0.38
H10 3.006 -1.074 1.691  0.31
O6 0.610 0.175 0.387  -0.50
H11 -0.321 0.302 0.572  0.12
H12 0.749 0.615 -0.452  0.24
O7 0.396 -0.351 -3.203  -0.62
H13 -0.274 -0.692 -2.611  0.37
H14 0.008 -0.427 -4.075  0.26
O8 -1.938 0.549 -1.454  -0.43
H15 -1.724 1.393 -1.852  0.22
H16 -2.838 0.375 -1.729  0.24
O9 -3.059 -1.363 1.145  -0.62
H17 -3.258 -2.291 1.272  0.32
H18 -2.335 -1.188 1.746  0.30
O10 -1.686 -2.382 -1.365  -0.57
H19 -2.525 -2.552 -1.795  0.29
H20 -1.861 -1.643 -0.782  0.26
O11 3.534 -1.766 -0.967  -0.64
H21 2.939 -2.442 -0.642  0.39
H22 3.112 -0.940 -0.728  0.28
O12 3.738 1.224 -1.044  -0.65
H23 3.245 1.733 -0.400  0.30
H24 4.297 0.651 -0.519  0.34

H24O12 | ωB97M-V/def2-TZVPD

Summary:
LUMO level: -0.194 eV
Strongest force on any atom: 6.2 eV/A
Relative energy (zero: lowest compared OMol25 entry of this formula, charge and spin): 6.2438 eV
HOMO-LUMO gap: 7.7 eV
SMILES string: O.O.O.O.O.O.O.O.O.O.O.O
E_HOMO: -7.89 eV

Last column: Mulliken charge in e.
Positions of all 36 atoms, in Å:
O1 -0.731 -0.272 0.614  -0.61
H1 0.110 0.135 0.849  0.26
H2 -0.863 -0.023 -0.308  0.33
O2 4.032 0.253 2.831  -0.61
H3 3.342 0.695 3.338  0.32
H4 4.640 0.962 2.594  0.30
O3 -0.500 3.294 -2.405  -0.59
H5 -1.359 3.714 -2.279  0.30
H6 -0.404 3.240 -3.362  0.31
O4 -5.327 -0.099 2.432  -0.64
H7 -6.125 -0.565 2.158  0.32
H8 -4.609 -0.672 2.140  0.32
O5 -2.382 3.875 1.834  -0.62
H9 -1.992 3.000 1.942  0.31
H10 -2.345 4.259 2.717  0.32
O6 2.417 2.066 -1.441  -0.61
H11 2.858 1.303 -1.050  0.39
H12 1.648 1.691 -1.885  0.27
O7 -3.973 -2.729 -0.973  -0.57
H13 -3.832 -3.165 -1.821  0.29
H14 -3.867 -3.436 -0.326  0.31
O8 4.189 -0.449 0.099  -0.50
H15 5.042 -0.083 0.355  0.23
H16 3.559 0.247 0.319  0.21
O9 1.581 -2.003 1.695  -0.62
H17 2.447 -1.636 1.906  0.33
H18 1.553 -1.997 0.731  0.32
O10 -2.354 -1.757 -0.538  -0.67
H19 -1.811 -2.551 -0.479  0.33
H20 -2.360 -1.410 0.361  0.32
O11 -1.376 -0.255 -2.901  -0.55
H21 -1.937 0.277 -3.476  0.29
H22 -0.528 0.203 -2.912  0.29
O12 3.577 -1.973 -1.269  -0.65
H23 3.275 -1.704 -0.394  0.33
H24 4.407 -2.433 -1.099  0.28